{
  "formula": "C9H13BN3O3S4Ta",
  "method": "ωB97M-V/def2-TZVPD",
  "de_lowest_kj_mol": 131.5,
  "charge": 2,
  "elements": ["Ta", "N", "N", "C", "N", "S", "H", "H", "H", "H", "H", "S", "C", "S", "S", "O", "B", "O", "C", "C", "C", "C", "C", "C", "H", "H", "H", "H", "C", "O", "H", "H", "H", "H"],
  "xyz": [[0.896, -0.712, 0.556], [1.575, 0.897, 2.535], [2.845, 0.611, 3.065], [3.753, -0.020, 2.322], [4.940, -0.283, 2.824], [3.406, -0.447, 0.699], [1.565, 1.864, 2.208], [0.896, 0.803, 3.287], [3.064, 0.950, 3.994], [5.209, -0.029, 3.764], [5.625, -0.767, 2.261], [0.204, -4.962, -0.298], [0.630, -3.462, -0.053], [0.687, -2.726, 1.634], [1.082, -2.254, -1.243], [-1.639, -0.884, -0.475], [-1.201, 0.084, 0.423], [-2.005, 1.185, 0.450], [-3.029, 0.901, -0.460], [-4.099, 1.691, -0.809], [-4.941, 1.170, -1.786], [-4.703, -0.072, -2.377], [-3.619, -0.861, -2.007], [-2.807, -0.332, -1.032], [-4.276, 2.654, -0.349], [-5.797, 1.749, -2.103], [-5.381, -0.433, -3.137], [-3.429, -1.828, -2.453], [2.048, 0.787, -2.146], [1.185, 0.860, -0.957], [2.564, 1.736, -2.264], [1.439, 0.561, -3.017], [2.770, -0.005, -1.977], [0.542, 1.574, -1.078]],
  "forces_ev_per_a": [[1.137, -0.710, -0.134], [-0.286, -0.410, -0.380], [-0.067, -0.070, 0.250], [0.025, 0.011, -0.190], [-0.003, 0.051, 0.032], [0.210, -0.164, 0.045], [-0.147, 0.033, 0.050], [-0.086, 0.038, -0.053], [-0.044, 0.053, -0.010], [0.012, 0.020, -0.007], [-0.005, -0.005, -0.005], [-0.056, -0.266, -0.054], [0.101, 0.372, 0.120], [-0.257, 0.141, 0.456], [0.112, 0.356, -0.187], [-0.278, 0.258, 0.186], [-0.352, 0.351, 0.024], [0.010, -0.033, 0.079], [0.026, 0.159, 0.066], [-0.057, -0.012, 0.000], [0.035, 0.013, -0.031], [-0.007, -0.011, 0.044], [-0.078, -0.012, -0.018], [0.184, -0.155, -0.042], [0.009, -0.004, -0.007], [-0.005, -0.014, 0.010], [0.001, 0.001, 0.004], [-0.003, 0.003, 0.010], [0.125, 0.146, -0.155], [-0.034, -0.033, -0.209], [-0.031, 0.031, 0.041], [-0.058, -0.013, 0.038], [-0.011, -0.010, 0.024], [-0.120, -0.114, 0.001]]
}